(1)
Formula: C36H66Cl2F6N12P
Source: the Open Molecules 2025 dataset
Level of theory: the ωB97M-V functional and the def2-TZVPD basis

Cartesian coordinates (Å):
C: 0.923 0.437 2.361
C: -0.069 -0.310 3.263
N: 0.551 -1.369 4.053
C: 1.031 -2.528 3.554
C: 1.511 -3.232 4.639
N: 1.349 -2.384 5.749
C: 0.718 -1.290 5.385
C: 1.714 -2.721 7.134
H: 1.560 -0.207 1.721
H: 1.604 0.971 2.996
H: 0.338 1.118 1.807
H: -0.821 -0.860 2.683
H: -0.563 0.342 4.023
H: 0.901 -2.849 2.520
H: 2.015 -4.181 4.740
H: 0.472 -0.479 6.048
H: 2.717 -2.273 7.164
H: 1.702 -3.791 7.345
H: 1.098 -2.154 7.855
C: -0.429 7.514 2.234
C: -1.559 6.671 1.540
N: -1.080 5.537 0.734
C: -0.004 5.479 -0.064
C: -0.006 4.282 -0.747
N: -1.114 3.637 -0.191
C: -1.808 4.385 0.639
C: -1.627 2.257 -0.487
H: 0.111 6.791 2.892
H: -1.040 8.074 2.966
H: 0.333 8.068 1.593
H: -2.006 7.248 0.721
H: -2.229 6.358 2.305
H: 0.663 6.336 -0.049
H: 0.708 3.816 -1.378
H: -2.635 4.145 1.312
H: -2.255 2.278 -1.355
H: -1.962 1.739 0.388
H: -0.806 1.665 -0.947
C: 4.605 3.429 0.975
C: 5.369 2.374 0.220
N: 5.114 0.914 0.672
C: 5.728 0.213 1.655
C: 5.205 -1.054 1.585
N: 4.333 -1.021 0.543
C: 4.166 0.194 0.046
C: 3.567 -2.209 0.131
H: 4.933 4.406 0.716
H: 4.713 3.361 2.078
H: 3.544 3.263 0.818
H: 6.437 2.516 0.422
H: 5.176 2.399 -0.856
H: 6.620 0.630 2.162
H: 5.428 -1.982 2.078
H: 3.564 0.426 -0.847
H: 4.277 -2.938 -0.260
H: 2.835 -1.958 -0.613
H: 3.089 -2.628 1.002
C: -2.913 -4.852 2.144
C: -2.532 -3.407 2.356
N: -3.712 -2.581 2.703
C: -4.526 -2.747 3.770
C: -5.610 -1.928 3.610
N: -5.304 -1.195 2.472
C: -4.145 -1.594 1.925
C: -6.254 -0.352 1.708
H: -3.304 -5.300 3.031
H: -1.998 -5.390 1.893
H: -3.629 -4.970 1.307
H: -2.014 -3.000 1.463
H: -1.935 -3.168 3.237
H: -4.327 -3.515 4.526
H: -6.558 -1.823 4.127
H: -3.556 -1.193 1.110
H: -7.229 -0.652 2.066
H: -6.167 -0.569 0.669
H: -6.163 0.657 2.085
C: 1.677 -5.335 -2.581
C: 1.945 -5.178 -4.049
N: 2.263 -3.746 -4.347
C: 1.918 -2.679 -3.574
C: 2.333 -1.604 -4.243
N: 2.972 -2.000 -5.420
C: 2.941 -3.324 -5.407
C: 3.726 -1.128 -6.320
H: 1.721 -6.415 -2.417
H: 0.620 -5.070 -2.243
H: 2.416 -4.877 -1.881
H: 1.076 -5.456 -4.612
H: 2.840 -5.774 -4.369
H: 1.311 -2.744 -2.704
H: 2.326 -0.537 -4.035
H: 3.397 -3.875 -6.229
H: 4.126 -1.749 -7.100
H: 4.458 -0.468 -5.840
H: 2.962 -0.562 -6.869
C: -3.797 -0.703 -3.610
C: -2.345 -0.786 -4.037
N: -1.798 0.419 -4.760
C: -2.239 0.817 -5.992
C: -1.416 1.812 -6.409
N: -0.477 2.003 -5.409
C: -0.769 1.163 -4.378
C: 0.753 2.813 -5.460
H: -3.966 -0.338 -2.631
H: -4.147 -1.735 -3.669
H: -4.273 -0.175 -4.455
H: -2.153 -1.610 -4.735
H: -1.536 -0.959 -3.330
H: -3.038 0.219 -6.388
H: -1.456 2.394 -7.326
H: -0.128 1.106 -3.496
H: 1.037 3.020 -4.440
H: 0.608 3.824 -5.820
H: 1.490 2.356 -6.063
Cl: 0.088 -2.016 0.157
Cl: 1.321 1.287 -1.941
P: -3.674 2.357 3.244
F: -4.113 3.573 4.214
F: -3.143 1.480 4.453
F: -5.118 1.709 3.449
F: -3.275 1.102 2.265
F: -4.138 3.087 1.889
F: -2.159 3.024 3.040

Cartesian forces (eV/Å) of the 3 atoms listed first:
C 0.475 -1.280 1.062
C -0.519 -0.106 -0.106
N -0.234 1.405 0.664

Values from the calculation:
- total charge = +3
- multiplicity = 1

Atom charges from the Löwdin analysis, given in e for atoms 1 to 4:
1 C -0.073
2 C -0.168
3 N -0.062
4 C -0.041

(2)
Formula: C36H66ClF6IN6O10S
Source: the Open Molecules 2025 dataset
Level of theory: the ωB97M-V functional and the def2-TZVPD basis

Cartesian coordinates (Å):
C: -5.763 4.038 -0.585
C: -4.625 3.026 -0.828
C: -4.861 1.646 -0.194
C: -3.543 0.895 -0.032
C: -3.564 -0.609 0.166
Cl: -5.007 -0.993 1.243
C: -3.712 -1.382 -1.152
C: -5.049 -2.057 -1.476
C: -4.960 -2.729 -2.853
I: -4.407 -4.785 -2.718
O: -2.413 -0.901 0.938
C: -1.629 -2.106 0.957
C: -2.414 -3.416 1.129
C: -3.415 -3.627 2.261
C: -3.498 -2.741 3.479
N: -4.137 -4.670 2.118
C: -0.746 -2.318 -0.349
O: -0.450 -3.414 -0.702
C: -0.267 -1.259 -1.400
F: -0.960 -1.576 -2.535
F: -0.555 0.018 -1.097
C: 1.251 -1.319 -1.874
F: 1.241 -1.079 -3.205
F: 1.937 -0.303 -1.323
C: 2.103 -2.622 -1.679
F: 3.333 -2.290 -2.163
F: 2.242 -2.909 -0.393
C: 1.696 -3.919 -2.420
O: 2.013 -4.948 -1.991
O: 1.048 -3.707 -3.565
C: -0.676 -1.830 2.187
S: 0.829 -0.920 1.652
N: -0.358 -3.001 2.973
C: -0.237 -2.763 4.384
O: 0.616 -1.644 4.689
O: 1.519 -1.994 5.748
C: 0.636 -3.951 2.421
C: 2.094 -3.693 2.861
C: 0.220 -5.399 2.734
C: 0.797 -6.406 1.717
C: 1.331 -7.712 2.333
H: -6.491 3.655 0.140
H: -6.308 4.263 -1.508
H: -5.388 4.991 -0.192
H: -3.685 3.432 -0.427
H: -4.504 2.900 -1.912
H: -5.325 1.795 0.790
H: -5.555 1.078 -0.829
H: -3.006 1.303 0.837
H: -2.915 1.092 -0.908
H: -3.498 -0.665 -1.954
H: -2.964 -2.164 -1.246
H: -5.861 -1.322 -1.501
H: -5.263 -2.814 -0.716
H: -5.901 -2.684 -3.401
H: -4.176 -2.285 -3.476
H: -2.962 -3.647 0.208
H: -1.679 -4.222 1.224
H: -3.055 -3.271 4.330
H: -3.032 -1.765 3.361
H: -4.556 -2.569 3.707
H: -4.770 -4.795 2.911
H: 1.471 -4.214 -4.278
H: -1.216 -1.124 2.826
H: 0.243 0.255 1.417
H: 0.175 -3.659 4.865
H: -1.222 -2.554 4.824
H: 2.259 -2.375 5.243
H: 0.606 -3.867 1.335
H: 2.787 -3.920 2.043
H: 2.374 -4.340 3.702
H: 2.288 -2.647 3.112
H: 0.577 -5.660 3.743
H: -0.877 -5.455 2.761
H: 0.007 -6.653 0.999
H: 1.598 -5.916 1.151
H: 1.024 -8.587 1.753
H: 2.427 -7.721 2.377
H: 0.953 -7.850 3.353
C: 1.875 3.695 -5.444
O: 2.192 4.871 -5.483
N: 2.695 2.697 -5.073
C: 2.253 1.316 -5.014
C: 4.067 3.022 -4.723
H: 0.865 3.346 -5.720
H: 2.386 0.917 -4.010
H: 2.822 0.700 -5.714
H: 1.199 1.262 -5.279
H: 4.096 3.718 -3.885
H: 4.579 3.491 -5.563
H: 4.584 2.105 -4.450
C: -2.696 4.893 -4.587
O: -3.798 4.668 -5.051
N: -1.929 5.945 -4.921
C: -0.612 6.163 -4.352
C: -2.446 6.889 -5.897
H: -2.220 4.232 -3.840
H: -0.575 7.114 -3.815
H: 0.153 6.163 -5.127
H: -0.386 5.360 -3.653
H: -3.376 7.337 -5.546
H: -2.654 6.391 -6.844
H: -1.705 7.669 -6.055
C: 5.313 -0.692 3.229
O: 4.508 -1.606 3.182
N: 5.280 0.396 2.441
C: 6.253 1.461 2.540
C: 4.211 0.502 1.462
H: 6.154 -0.681 3.943
H: 5.753 2.399 2.782
H: 6.790 1.579 1.596
H: 6.974 1.229 3.323
H: 3.248 0.477 1.969
H: 4.251 -0.334 0.761
H: 4.306 1.440 0.921
C: 3.582 4.073 3.938
O: 3.428 3.048 3.301
N: 3.614 5.304 3.393
C: 3.796 6.499 4.191
C: 3.453 5.423 1.954
H: 3.708 4.077 5.034
H: 2.941 7.169 4.092
H: 4.696 7.038 3.888
H: 3.896 6.218 5.237
H: 2.495 5.010 1.637
H: 4.240 4.879 1.430
H: 3.501 6.475 1.681

Cartesian forces (eV/Å) of the 3 atoms listed first:
C -0.103 0.029 0.020
C -0.016 0.082 -0.058
C -0.164 0.172 -0.107

Values from the calculation:
- total charge = 0
- structure (SMILES) = [H]/N=C(\C)C[C@](O[C@@](Cl)(CCCC)CCCI)(C(=O)C(F)(F)C(F)(F)C(F)(F)C(=O)O)[C@H](S)N(COO)[C@@H](C)CCC.CN(C)C=O.CN(C)C=O.CN(C)C=O.CN(C)C=O
- multiplicity = 1
- ΔE to the lowest compared entry with this formula, charge and spin (eV) = 0.000

Atom charges from the Löwdin analysis, given in e for atoms 1 to 4:
1 C -0.104
2 C -0.257
3 C -0.238
4 C -0.194

Kohn-Sham gap readings, ordered: 8.55; 9.07 eV
HOMO level readings, ordered: -14.092; -8.950 eV
LUMO readings, ordered: -5.5; 0.1 eV